(1)
# C32H60F4O17S2

A cluster of 3 separate species, C32H60F4O17S2 in total (ωB97M-V/def2-TZVPD, the OMol25 dataset).

Computed properties:
* F_max: 9.422 eV Å⁻¹
* HOMO energy: -0.329 Ha
* E_tot: -3729.188756 a.u.

```
115
Properties=species:S:1:pos:R:3:lowdin_charge:R:1
C 7.29 6.49 -0.70 -0.018
C 8.54 6.85 -1.48 -0.045
C 8.77 6.25 -3.01 -0.254
O 8.00 6.79 -3.99 -0.029
O 9.75 5.21 -3.36 -0.123
C 9.06 3.88 -3.46 -0.166
C 10.12 2.75 -2.94 -0.180
C 9.46 1.30 -2.53 -0.210
C 8.23 0.83 -3.55 -0.197
C 6.84 1.11 -2.71 -0.228
C 5.46 0.89 -3.57 -0.103
C 4.25 1.62 -2.69 -0.254
F 4.57 1.36 -1.27 -0.068
O 2.99 1.03 -3.16 -0.114
C 1.82 1.48 -2.39 -0.104
C 0.88 2.60 -3.13 -0.334
C 1.80 3.70 -3.99 -0.082
C 0.97 5.06 -4.40 -0.187
C 1.10 5.44 -6.02 -0.222
S 2.70 6.33 -6.46 0.791
O 3.22 5.64 -7.78 -0.382
O 2.38 7.80 -6.85 -0.383
O 3.88 6.27 -5.23 -0.227
C -0.02 1.81 -4.25 -0.075
O -1.07 2.61 -4.89 -0.210
O -0.93 2.52 -6.20 -0.072
O 0.12 3.39 -2.16 -0.132
C -0.69 2.56 -1.26 -0.303
C -0.12 2.53 0.31 -0.113
C -0.84 1.80 1.42 0.020
S -2.42 3.36 -1.23 0.941
O -3.41 2.49 -0.39 -0.359
O -3.02 3.37 -2.69 -0.343
C -2.36 5.17 -0.70 -0.275
F -1.17 5.52 0.10 0.017
F -3.59 5.43 0.09 0.024
F -2.42 6.09 -1.90 0.005
H 7.34 5.91 0.32 0.075
H 6.22 6.77 -1.17 0.081
H 9.28 7.59 -0.96 0.111
H 8.78 3.65 -4.58 0.142
H 8.10 3.99 -2.76 0.128
H 11.04 2.60 -3.69 0.130
H 10.62 3.18 -1.95 0.124
H 8.99 1.43 -1.45 0.114
H 10.28 0.47 -2.44 0.110
H 8.27 1.34 -4.60 0.109
H 8.33 -0.36 -3.62 0.118
H 6.84 2.23 -2.31 0.105
H 6.90 0.40 -1.75 0.132
H 5.20 -0.27 -3.53 0.137
H 5.51 1.26 -4.68 0.132
H 4.36 2.77 -2.91 0.158
H 2.06 1.87 -1.31 0.141
H 1.13 0.52 -2.23 0.154
H 2.37 3.21 -4.89 0.147
H 2.63 4.06 -3.20 0.122
H 1.31 6.02 -3.79 0.125
H -0.20 4.98 -4.21 0.127
H 0.99 4.46 -6.64 0.114
H 0.22 6.22 -6.25 0.137
H 3.61 6.87 -4.47 0.115
H -0.59 0.91 -3.71 0.143
H 0.64 1.28 -5.09 0.174
H -1.50 3.21 -6.64 0.149
H -0.86 1.46 -1.61 0.157
H 0.87 3.16 0.54 0.126
H -1.28 0.70 1.27 0.094
H -1.03 2.26 2.50 0.093
C -5.48 1.02 1.15 -0.108
O -5.43 -0.01 2.12 -0.211
C -6.70 -0.62 2.34 -0.189
C -6.52 -2.04 2.88 -0.170
O -6.16 -2.99 1.87 -0.136
C -4.82 -2.90 1.37 -0.169
C -3.77 -3.38 2.37 -0.190
O -3.53 -2.37 3.36 -0.210
C -3.04 -2.91 4.57 -0.106
H -6.12 1.84 1.49 0.092
H -4.46 1.40 1.00 0.048
H -5.84 0.62 0.19 0.093
H -7.27 -0.66 1.40 0.125
H -7.24 -0.01 3.07 0.123
H -7.49 -2.38 3.26 0.125
H -5.83 -2.08 3.72 0.115
H -4.61 -1.90 0.99 0.117
H -4.79 -3.57 0.50 0.125
H -2.82 -3.56 1.85 0.123
H -4.11 -4.31 2.84 0.114
H -3.75 -3.63 4.99 0.079
H -2.92 -2.10 5.29 0.090
H -2.07 -3.39 4.41 0.085
C -2.29 -8.09 5.53 -0.109
O -3.64 -7.77 5.86 -0.208
C -4.40 -7.36 4.72 -0.186
C -5.89 -7.62 4.95 -0.166
O -6.26 -8.99 4.79 -0.135
C -5.83 -9.89 5.82 -0.170
C -6.60 -9.71 7.13 -0.192
O -6.11 -8.57 7.84 -0.210
C -7.08 -8.02 8.72 -0.110
H -1.77 -7.20 5.16 0.083
H -1.80 -8.45 6.43 0.089
H -2.26 -8.89 4.78 0.087
H -4.07 -7.90 3.82 0.126
H -4.22 -6.29 4.57 0.105
H -6.45 -7.07 4.18 0.127
H -6.22 -7.23 5.91 0.116
H -4.75 -9.83 5.97 0.117
H -6.04 -10.89 5.44 0.125
H -6.45 -10.58 7.77 0.123
H -7.67 -9.60 6.91 0.126
H -7.97 -7.72 8.16 0.086
H -6.66 -7.13 9.19 0.090
H -7.35 -8.74 9.49 0.085
```



(2)
# C4H5NO

The molecule C4H5NO (ωB97M-V/def2-TZVPD, the OMol25 dataset).

Computed properties:
* F_max: 1.949 eV Å⁻¹
* HOMO energy (spin up / spin down): -0.267 / -0.314 Ha
* relative energy (zero: lowest compared OMol25 entry of this formula, charge and spin): 3.658 eV
* E_tot: -285.280149 a.u.

```
11
Properties=species:S:1:pos:R:3:lowdin_charge:R:1
O -1.06 1.56 -0.31 0.057
C -1.29 0.28 -0.40 -0.157
C -0.29 -0.81 -0.37 -0.216
C 0.63 -0.37 0.71 -0.131
C 1.89 0.14 0.41 -0.284
N 2.95 0.55 0.13 0.125
H -0.13 1.71 -0.03 0.123
H -2.36 0.08 -0.40 0.122
H -0.84 -1.74 -0.13 0.128
H 0.19 -0.97 -1.34 0.132
H 0.30 -0.42 1.74 0.102
```



(3)
# C38H102N4O22

A cluster of 11 separate species, C38H102N4O22 in total (ωB97M-V/def2-TZVPD, the OMol25 dataset).

Computed properties:
* F_max: 3.121 eV Å⁻¹
* HOMO energy: -0.311 Ha
* relative energy (zero: lowest compared OMol25 entry of this formula, charge and spin): 5.427 eV
* E_tot: -3382.787863 a.u.

```
166
Properties=species:S:1:pos:R:3:lowdin_charge:R:1
C 7.60 2.62 2.03 -0.127
O 6.81 1.93 2.96 -0.192
C 5.39 1.86 2.67 -0.219
C 4.70 0.98 3.66 -0.222
N 5.22 1.22 5.03 -0.033
C 4.63 0.22 5.93 -0.214
C 5.47 0.34 7.23 -0.238
O 6.85 0.21 6.85 -0.182
C 7.64 -0.09 8.03 -0.095
H 8.65 2.60 2.34 0.084
H 7.33 3.68 2.08 0.084
H 7.56 2.17 1.04 0.084
H 5.16 1.56 1.66 0.119
H 4.99 2.87 2.78 0.114
H 4.71 -0.04 3.28 0.116
H 3.62 1.14 3.58 0.113
H 4.80 2.09 5.31 0.112
H 4.69 -0.80 5.56 0.115
H 3.57 0.39 6.13 0.111
H 5.12 -0.41 7.94 0.113
H 5.18 1.31 7.62 0.113
H 8.67 -0.33 7.77 0.079
H 7.39 -1.10 8.38 0.077
H 7.55 0.71 8.76 0.088
C -1.38 6.08 4.86 -0.142
O -1.23 6.98 5.88 -0.198
C -2.38 7.38 6.65 -0.204
C -2.12 8.74 7.28 -0.199
N -1.15 8.45 8.35 -0.091
C -0.43 9.62 8.82 -0.197
C 0.57 9.34 9.98 -0.234
O 1.86 9.09 9.45 -0.175
C 2.75 9.10 10.59 -0.112
H -0.41 6.04 4.36 0.094
H -2.18 6.35 4.17 0.087
H -1.61 5.11 5.28 0.086
H -2.72 6.62 7.34 0.126
H -3.22 7.58 5.98 0.113
H -2.94 9.26 7.79 0.119
H -1.64 9.38 6.55 0.116
H -0.60 7.66 8.04 0.101
H -1.17 10.33 9.17 0.114
H 0.17 10.03 8.01 0.116
H 0.20 8.41 10.42 0.119
H 0.50 10.16 10.69 0.112
H 2.61 9.94 11.27 0.082
H 3.74 9.14 10.12 0.085
H 2.77 8.19 11.18 0.082
C 6.57 1.34 -8.13 -0.105
O 5.73 2.49 -7.91 -0.191
C 4.48 2.17 -7.28 -0.204
C 3.77 3.55 -7.06 -0.155
N 4.20 4.29 -5.80 -0.055
C 3.83 5.70 -5.71 -0.253
C 4.57 6.47 -4.63 -0.252
O 5.97 6.41 -4.89 -0.176
C 6.67 7.40 -4.13 -0.092
H 6.17 0.49 -8.69 0.080
H 6.80 0.88 -7.16 0.077
H 7.53 1.63 -8.56 0.084
H 4.46 1.60 -6.35 0.118
H 3.87 1.60 -7.99 0.111
H 2.68 3.43 -7.06 0.105
H 3.95 4.29 -7.84 0.104
H 5.21 4.35 -5.70 0.090
H 2.76 5.85 -5.62 0.118
H 4.12 6.31 -6.57 0.110
H 4.18 6.11 -3.67 0.123
H 4.12 7.45 -4.76 0.115
H 7.72 7.47 -4.41 0.087
H 6.60 7.21 -3.06 0.083
H 6.18 8.37 -4.28 0.080
C -2.46 -10.98 0.77 -0.121
O -3.37 -10.65 -0.29 -0.197
C -4.79 -10.82 0.09 -0.167
C -5.66 -10.74 -1.19 -0.198
N -5.84 -9.36 -1.73 -0.063
C -6.61 -8.38 -0.88 -0.165
C -6.34 -6.92 -1.39 -0.217
O -7.23 -6.67 -2.52 -0.182
C -6.92 -5.35 -2.94 -0.131
H -2.67 -10.58 1.76 0.080
H -1.49 -10.52 0.56 0.078
H -2.24 -12.04 0.88 0.079
H -5.13 -9.99 0.72 0.099
H -4.89 -11.80 0.54 0.116
H -6.67 -11.15 -1.13 0.105
H -5.25 -11.34 -2.00 0.111
H -6.31 -9.54 -2.61 0.096
H -6.33 -8.38 0.17 0.099
H -7.68 -8.54 -0.90 0.111
H -5.30 -6.74 -1.63 0.112
H -6.51 -6.20 -0.60 0.109
H -7.11 -4.58 -2.19 0.081
H -7.60 -5.03 -3.73 0.086
H -5.87 -5.27 -3.23 0.084
O 0.42 -4.52 3.95 -0.082
C -0.23 -5.46 4.85 -0.206
C 0.82 -6.30 5.61 -0.271
O 1.43 -7.24 4.79 -0.057
H 0.78 -4.94 3.17 0.074
H -0.87 -4.90 5.53 0.112
H -0.86 -6.13 4.26 0.112
H 0.38 -6.89 6.41 0.115
H 1.56 -5.64 6.08 0.117
H 2.06 -6.75 4.25 0.083
O -5.27 0.84 -10.40 -0.069
C -4.08 0.23 -10.08 -0.232
C -3.04 0.87 -11.13 -0.217
O -2.82 2.25 -10.87 -0.076
H -5.09 1.78 -10.45 0.068
H -3.76 0.40 -9.05 0.114
H -4.21 -0.84 -10.27 0.115
H -3.27 0.76 -12.19 0.113
H -2.09 0.34 -11.06 0.107
H -3.55 2.85 -11.05 0.076
O -7.85 0.29 6.51 -0.084
C -6.68 -0.33 6.11 -0.253
C -6.65 -0.70 4.58 -0.257
O -6.33 0.39 3.78 -0.045
H -7.84 0.30 7.47 0.087
H -5.96 0.45 6.35 0.117
H -6.63 -1.19 6.78 0.115
H -7.59 -1.16 4.30 0.114
H -5.96 -1.53 4.43 0.115
H -7.01 1.04 3.96 0.092
O 1.96 -5.81 -0.59 -0.073
C 3.19 -6.49 -0.93 -0.213
C 4.46 -5.76 -0.35 -0.252
O 4.40 -5.68 1.04 -0.070
H 1.27 -6.32 -1.01 0.076
H 3.21 -7.46 -0.44 0.110
H 3.26 -6.59 -2.01 0.112
H 4.51 -4.77 -0.81 0.112
H 5.41 -6.27 -0.53 0.114
H 5.14 -5.13 1.31 0.086
O -4.29 5.43 -4.28 -0.066
C -3.90 5.45 -5.66 -0.235
C -3.64 6.87 -6.32 -0.239
O -4.85 7.53 -6.49 -0.070
H -4.18 4.53 -3.99 0.083
H -3.00 4.86 -5.87 0.106
H -4.67 4.96 -6.25 0.109
H -3.13 6.77 -7.27 0.117
H -3.05 7.46 -5.62 0.111
H -5.40 7.36 -5.72 0.084
O -0.16 1.45 -2.25 -0.088
C -0.53 0.10 -2.54 -0.217
C -1.56 -0.30 -1.46 -0.282
O -2.80 0.23 -1.75 -0.044
H 0.65 1.74 -2.67 0.079
H -0.91 0.11 -3.56 0.116
H 0.38 -0.49 -2.49 0.113
H -1.23 -0.12 -0.44 0.125
H -1.67 -1.38 -1.55 0.109
H -3.22 0.17 -0.89 0.090
O -1.37 -7.87 -4.25 -0.076
C -1.73 -7.26 -5.47 -0.251
C -0.49 -6.76 -6.26 -0.211
O 0.17 -5.58 -5.68 -0.066
H -2.15 -8.34 -3.94 0.083
H -2.26 -8.03 -6.03 0.118
H -2.33 -6.37 -5.27 0.114
H -0.80 -6.56 -7.29 0.111
H 0.15 -7.62 -6.44 0.108
H 0.21 -5.73 -4.73 0.069
```



(4)
# C6H14N2O2

A cluster of 2 separate species, C6H14N2O2 in total (ωB97M-V/def2-TZVPD, the OMol25 dataset).

Computed properties:
* F_max: 1.230 eV Å⁻¹
* HOMO energy: -0.341 Ha
* relative energy (zero: lowest compared OMol25 entry of this formula, charge and spin): 0.855 eV
* E_tot: -497.026121 a.u.

```
24
Properties=species:S:1:pos:R:3:lowdin_charge:R:1
C -2.46 0.78 -0.48 -0.088
N -2.29 0.05 0.73 -0.005
C -1.62 -1.14 0.78 -0.562
C -1.50 -1.81 2.12 0.001
O -0.99 -1.55 -0.18 0.043
H -2.69 1.82 -0.25 0.083
H -1.59 0.78 -1.13 0.069
H -3.33 0.44 -1.05 0.089
H -2.97 0.20 1.45 0.130
H -2.02 -1.27 2.92 0.075
H -1.84 -2.84 2.08 0.087
H -0.44 -1.83 2.33 0.079
C 1.26 0.97 -2.45 -0.077
N 1.60 1.04 -1.04 0.000
C 2.73 0.45 -0.52 -0.549
C 2.58 0.01 0.91 -0.007
O 3.73 0.26 -1.18 0.050
H 0.53 0.16 -2.59 0.077
H 0.84 1.93 -2.72 0.076
H 2.02 0.63 -3.15 0.083
H 0.86 1.29 -0.41 0.110
H 1.75 0.48 1.44 0.069
H 2.35 -1.05 0.89 0.084
H 3.47 0.21 1.50 0.081
```



(5)
# C14H16O4P

A cluster of 3 separate species, C14H16O4P in total (ωB97M-V/def2-TZVPD, the OMol25 dataset).

Computed properties:
* F_max: 0.326 eV Å⁻¹
* HOMO energy: -0.443 Ha
* E_tot: -1185.056854 a.u.
* net charge: +1

```
35
Properties=species:S:1:pos:R:3:lowdin_charge:R:1
C -2.40 3.51 -0.73 -0.229
P -3.86 2.49 -0.86 0.982
C -5.31 3.51 -1.20 -0.228
H -2.22 3.93 -1.72 0.075
H -2.66 4.33 -0.06 0.072
H -1.55 2.93 -0.36 0.032
H -4.06 1.80 0.33 0.041
H -3.73 1.58 -1.90 0.039
H -5.74 3.24 -2.16 0.064
H -6.03 3.39 -0.39 0.064
H -5.00 4.55 -1.24 0.064
C 1.32 2.56 1.07 0.004
C 2.59 2.96 1.09 0.035
C 3.67 2.10 0.52 -0.373
O 4.82 2.47 0.55 0.136
C 3.28 0.80 -0.07 0.042
C 2.00 0.41 -0.09 0.015
C 0.93 1.26 0.47 -0.388
O -0.23 0.90 0.44 0.052
H 0.52 3.16 1.49 0.113
H 2.90 3.90 1.53 0.127
H 4.08 0.19 -0.47 0.130
H 1.70 -0.54 -0.51 0.108
C 1.14 -5.64 -0.65 0.027
C 2.05 -4.68 -0.83 0.022
C 2.22 -3.59 0.15 -0.384
O 3.04 -2.70 -0.03 0.085
C 1.36 -3.60 1.36 0.018
C 0.45 -4.56 1.55 0.025
C 0.27 -5.65 0.56 -0.383
O -0.55 -6.52 0.73 0.119
H 1.00 -6.45 -1.35 0.125
H 2.69 -4.65 -1.70 0.123
H 1.51 -2.79 2.06 0.121
H -0.19 -4.59 2.42 0.124
```



(6)
# C19H23Cl2GeINO2PdS2

A structure of composition C19H23Cl2GeINO2PdS2 (ωB97M-V/def2-TZVPD, the OMol25 dataset).

Computed properties:
* 2S+1: 5
* F_max: 0.630 eV Å⁻¹
* HOMO energy (spin up / spin down): -0.400 / -0.427 Ha
* relative energy (zero: lowest compared OMol25 entry of this formula, charge and spin): 0.000 eV
* E_tot: -5161.954158 a.u.
* net charge: +1

```
52
Properties=species:S:1:pos:R:3:mulliken_spin:R:1
Pd -0.22 -0.46 -0.13 1.292
I 0.08 -0.36 2.86 0.146
C 2.08 -0.73 2.56 0.119
C 2.88 -0.78 3.71 0.016
C 4.24 -1.01 3.60 0.037
C 4.81 -1.18 2.35 0.154
C 4.02 -1.14 1.20 -0.011
C 4.63 -1.33 -0.06 0.229
C 3.86 -1.32 -1.22 0.030
C 2.50 -1.12 -1.14 0.096
C 1.82 -0.88 0.09 0.446
C 2.61 -0.91 1.28 0.054
H 2.42 -0.65 4.68 -0.006
H 4.85 -1.05 4.49 0.004
H 5.87 -1.35 2.26 0.004
H 5.70 -1.49 -0.11 -0.001
H 4.34 -1.48 -2.18 0.006
H 1.91 -1.15 -2.05 0.010
Cl -2.74 -2.61 -4.15 0.002
C -1.59 -1.26 -4.12 0.015
Cl -2.17 0.13 -5.05 0.002
C -1.35 -0.86 -2.67 -0.004
O -2.26 -0.36 -2.00 0.034
O -0.18 -1.07 -2.24 0.143
H -0.67 -1.60 -4.58 -0.001
S -1.15 -2.73 0.30 0.247
C -2.71 -2.25 0.77 0.001
N -3.51 -1.48 0.08 0.060
C -4.83 -1.18 0.60 -0.002
C -5.01 -1.99 1.91 0.002
S -3.41 -2.81 2.25 0.016
H -3.15 -1.07 -0.80 -0.013
H -5.58 -1.46 -0.14 0.002
H -4.92 -0.11 0.78 0.001
H -5.78 -2.74 1.82 0.000
H -5.24 -1.34 2.75 0.001
C 0.41 2.18 -2.26 0.017
Ge -0.15 2.64 -0.44 -0.021
C -1.06 4.37 -0.52 0.080
C 1.39 2.77 0.76 0.025
C -1.54 1.45 0.28 0.750
H 1.01 3.01 -2.63 0.000
H -0.46 2.06 -2.90 0.003
H 1.01 1.27 -2.32 -0.005
H -0.38 5.11 -0.94 0.013
H -1.36 4.70 0.48 -0.005
H -1.94 4.31 -1.15 -0.006
H 1.98 3.64 0.46 0.001
H 2.03 1.89 0.71 -0.007
H 1.07 2.92 1.79 0.000
H -2.41 1.32 -0.35 0.025
H -1.76 1.55 1.34 -0.002
```



- Look up the F_max of the fifth one.
  0.326 eV Å⁻¹



- What is the F_max in the fourth record?
  1.230 eV Å⁻¹



- Which value of F_max does entry 4 give?
  1.230 eV Å⁻¹